No. 1
C16H25BN4O2PtS as an isolated structure. Source: the OMol25 dataset; level of theory: ωB97M-V with the def2-TZVPD basis set.

## Properties
HOMO-LUMO gap (spin up / spin down) ... 6.65 / 6.65 eV
Calculated total energy ... -41814.5036 eV

Positions of all 50 atoms, in Å:
H1 0.6304 5.6034 0.6240
B1 -2.1550 -0.4411 1.1921
H2 -4.7027 -3.1850 2.8327
C1 -3.3188 -1.3916 4.3750
C2 1.4226 -0.0870 2.4254
O1 -3.4722 -0.0812 0.9753
H3 -0.5844 5.1275 2.7390
H4 2.7272 -0.1062 4.1223
N1 0.2713 3.1040 1.2175
C3 1.5466 2.2067 3.5955
H5 1.0930 3.1863 3.4761
H6 -2.7254 -2.2183 4.7674
H7 -5.6063 -1.6306 1.1014
H8 -4.9032 0.8500 3.8551
C4 0.9913 -2.1461 1.4322
Pt1 -0.5281 0.2803 0.3145
H9 -2.8687 -0.4589 4.7086
N2 -1.0723 4.5422 0.0726
C5 2.4256 -2.0734 3.3253
C6 -0.6380 3.2834 0.2878
N3 0.6809 1.8199 1.3213
H10 0.4520 -2.6714 0.6571
C7 -4.2175 -0.3611 2.1743
H11 -6.1226 0.0458 1.2893
C8 -0.4540 5.7158 0.6685
H12 -0.4623 6.8770 2.4893
H13 -4.6629 1.7209 2.3287
H14 1.1852 1.7506 4.5186
H15 -0.7255 6.5690 0.0461
H16 -1.7372 4.6582 -0.6715
C9 2.2353 -0.7060 3.3702
C10 -0.8998 5.9542 2.1051
N4 0.7820 -0.8300 1.4895
O2 -2.0381 -1.2091 2.3494
C11 -3.3609 -1.4712 2.8593
H17 -2.9751 -3.5722 2.7744
C12 1.2130 1.3623 2.4027
H18 -4.3250 -1.4661 4.7933
H19 -3.7839 -2.9481 1.3323
H20 -1.9858 6.0393 2.1602
H21 -6.2025 -1.0554 2.6709
C13 -4.2656 0.9374 2.9740
H22 3.0577 -2.5592 4.0568
H23 1.9360 -3.8785 2.2424
C14 -5.6217 -0.7853 1.7860
H24 2.6276 2.3416 3.6842
S1 -1.4143 2.0712 -0.7520
C15 -3.7399 -2.8804 2.4198
C16 1.8088 -2.8090 2.3244
H25 -3.2648 1.2385 3.2878



No. 2
A 3-piece molecular cluster, C16H25BO9 overall at a distorted geometry. Source: the OMol25 dataset; level of theory: ωB97M-V with the def2-TZVPD basis set.

## Properties
HOMO-LUMO gap ... 9.45 eV
Calculated total energy ... -36101.7895 eV
SMILES ... CCB(O)[C@@H](OC=O)c1ccccc1.COC(=O)OC.COC(=O)OC

Positions of all 51 atoms, in Å:
H1 -2.9202 -10.4674 -1.0012
C1 1.1127 3.9779 -0.8110
C2 -2.8406 -9.6343 -1.6937
O1 -1.2208 -6.6456 -1.0021
B1 1.9460 5.3305 -1.1212
O2 1.6976 1.2568 0.8837
H2 2.9806 1.9705 -0.4335
C3 -2.2790 4.3053 0.8860
C4 -0.9396 -5.3985 -1.6501
O3 -2.3061 -7.3271 -2.8634
C5 -0.3088 -5.5236 2.5796
C6 -2.9310 5.1474 -0.0001
O4 0.5208 -3.6306 0.9491
C7 -0.3311 4.3546 -0.5056
H3 -3.8378 -9.2818 -1.9505
H4 -1.8642 -4.8826 -1.9022
C8 2.1471 2.1570 0.2535
H5 3.6710 5.2578 -2.0897
H6 -1.2174 -5.2977 2.0248
C9 -0.9659 3.8960 0.6405
H7 1.1479 3.2798 -1.6466
C10 0.6578 -3.4622 2.1350
O5 1.1946 -2.3986 2.7181
C11 -1.9143 -7.5076 -1.7404
H8 -0.5013 5.5654 -2.2869
H9 -0.4866 3.2401 1.3456
H10 -2.3155 -9.9588 -2.5901
C12 -0.9937 5.1958 -1.3940
H11 -3.9471 5.4552 0.2066
H12 -0.3406 -5.5585 -2.5447
O6 2.7316 5.3681 -2.2655
O7 1.7106 3.4187 0.3981
C13 1.6367 -1.3781 1.8085
O8 -2.1033 -8.6149 -1.0181
H13 2.2159 7.4418 -0.7822
O9 0.2899 -4.3251 3.0819
H14 0.8033 -0.9965 1.2304
H15 2.0473 -0.5792 2.4104
C14 2.6832 6.4540 1.1127
H16 0.3894 -6.0678 1.9467
H17 -2.8211 6.2676 -1.8209
H18 2.2938 7.1045 1.8907
H19 0.8301 6.8223 0.0720
H20 2.4102 -1.7689 1.1491
H21 -2.7455 3.9593 1.7959
C15 1.8627 6.5993 -0.1897
H22 3.7066 6.7717 0.9253
C16 -2.3011 5.5985 -1.1545
H23 -0.3766 -4.8032 -0.9373
H24 2.6792 5.4425 1.5051
H25 -0.5574 -6.1298 3.4459



No. 3
A 2-piece molecular cluster, C16H25BrN3O3 overall at a distorted geometry. Source: the OMol25 dataset; level of theory: ωB97M-V with the def2-TZVPD basis set.

## Properties
⟨S²⟩ ... 0.75
HOMO-LUMO gap (spin up / spin down) ... 9.25 / 9.81 eV
Calculated total energy ... -97649.1340 eV
Multiplicity ... 2

Positions of all 48 atoms, in Å:
H1 -3.7217 2.6518 2.5134
C1 -0.9698 -2.8187 -2.6183
H2 3.9487 -2.7960 -2.1888
C2 -0.6175 0.7035 0.7076
H3 4.3459 -1.1733 -1.3761
C3 -2.8914 3.2168 2.9446
C4 1.8886 -0.5984 -0.2169
H4 3.1839 -1.3310 -2.8191
H5 -0.8510 -3.6352 -0.0575
C5 -2.3167 2.4336 4.1189
H6 3.5644 -3.5925 -0.1877
C6 -3.3685 4.6181 3.3380
C7 2.8371 -2.8945 0.2677
H7 -3.0668 2.2618 4.8937
O1 -0.1297 2.4484 -2.7743
O2 1.3529 -3.9394 -1.5931
H8 0.0740 -0.5333 -2.9187
N1 -1.2089 0.2054 1.5427
H9 -1.8076 -2.1138 -0.0951
N2 -5.2682 4.4561 5.1454
N3 1.2779 -2.6581 -1.6715
H10 -0.4498 -2.6869 -3.5940
H11 -1.2062 -0.2744 -1.7146
C8 -0.7684 -2.5261 -0.1308
H12 2.8226 0.0096 -0.0856
H13 2.0046 -3.3898 0.8093
H14 2.6078 0.6396 -2.4127
C9 -0.1411 -0.5911 -1.8191
Br1 1.6532 2.0365 -4.8565
H15 3.3600 -2.2511 1.0241
H16 -1.9867 -2.3681 -2.6030
H17 -1.9647 1.4566 3.7857
C10 0.8760 0.3010 -1.0104
C11 2.3222 -1.9377 -0.9030
C12 -0.0858 -2.1362 -1.4836
H18 -1.4730 2.9641 4.5688
H19 2.1988 1.9755 -1.3113
H20 1.5581 -0.8429 0.8221
C13 1.7512 1.1896 -1.9792
H21 -2.1273 3.3067 2.1685
C14 3.5717 -1.7942 -1.8736
C15 -4.4407 4.5267 4.3582
C16 0.8971 1.9634 -3.0220
H22 -1.0894 -3.8943 -2.3578
H23 -3.7576 5.1425 2.4637
H24 -2.5417 5.2044 3.7440
O3 0.2232 1.2806 -0.1315
H25 -0.2299 -2.0948 0.7383



No. 4
C16H25ClORuS as an isolated structure at a distorted geometry. Source: the OMol25 dataset; level of theory: ωB97M-V with the def2-TZVPD basis set.

## Properties
ΔE to the lowest compared entry with this formula, charge and spin ... 1.26 kcal per mole
⟨S²⟩ ... 6.02
HOMO-LUMO gap (spin up / spin down) ... 6.03 / 4.28 eV
Calculated total energy ... -44963.1456 eV
Multiplicity ... 5
Net charge ... +2

Positions of all 45 atoms, in Å:
H1 2.8387 -1.9417 1.1965
C1 0.7043 -1.4422 1.7869
Ru1 0.8382 -0.2392 -0.1970
H2 3.0187 1.2567 -1.1739
C2 0.9626 0.8602 1.5531
Cl1 -2.1632 1.9508 0.4927
C3 2.7843 -5.8548 -0.8165
H3 1.8301 -6.3643 -1.0055
H4 4.2227 -3.7258 -1.9756
C4 1.8842 -0.4727 -2.1026
H5 -3.8377 2.3113 2.9089
H6 -5.3642 3.7744 -0.2351
H7 -3.9988 5.0802 1.4927
C5 -0.1760 0.6211 -2.0746
C6 2.0622 -1.1977 1.3804
H8 -5.3236 3.0084 2.2298
H9 -4.8133 1.3944 1.6925
C7 -3.1407 4.4231 1.2819
H10 -2.5418 4.3570 2.2031
H11 3.4500 -5.9094 -1.6903
C8 2.2338 0.2339 1.2540
H12 3.2724 -6.2496 0.0833
C9 0.7713 1.4613 -1.3927
H13 -2.5571 4.8894 0.4738
H14 -1.0004 -0.0217 2.2042
H15 -1.2343 0.8501 -2.1911
H16 -3.9089 3.5807 -1.2356
S1 2.4059 -4.0991 -0.5548
C10 2.0664 0.8258 -1.4746
H17 3.1698 0.7453 1.0606
C11 -4.4459 2.3867 1.9947
O1 1.4230 -3.6917 -1.6082
H18 -4.8637 2.1376 -0.7074
C12 0.0380 -0.1838 1.9288
H19 0.2637 -2.4252 1.9538
H20 3.9834 -2.3465 -0.8456
C13 -3.6429 3.0357 0.8601
C14 -4.4897 3.1309 -0.4159
H21 0.0496 -1.4396 -2.9593
H22 2.6690 -1.2012 -2.2819
H23 0.7616 1.9251 1.5554
H24 4.7260 -3.8680 -0.2509
C15 0.4977 -0.5746 -2.4752
H25 0.5697 2.4412 -0.9756
C16 4.0051 -3.4324 -0.9471



No. 5
C16H25CuN5O5 as an isolated structure at a distorted geometry. Source: the OMol25 dataset; level of theory: ωB97M-V with the def2-TZVPD basis set.

## Properties
ΔE to the lowest compared entry with this formula, charge and spin ... 0.00 kcal per mole
⟨S²⟩ ... 0.77
HOMO-LUMO gap (spin up / spin down) ... 4.77 / 6.76 eV
Calculated total energy ... -79320.0476 eV
Multiplicity ... 2

Positions of all 52 atoms, in Å:
N1 1.2318 -0.4822 -0.8838
H1 -1.7191 2.4576 -1.6484
H2 4.2262 -0.7856 4.7183
C1 1.0690 1.4173 -2.1042
H3 3.4303 -1.1202 -2.2537
C2 -2.3699 0.3222 3.3163
H4 2.2445 0.2590 3.5668
H5 3.2623 -4.5734 2.8462
C3 3.0469 -3.5189 3.0229
H6 0.0570 -2.6368 -1.2849
O1 2.1381 1.7509 1.4819
H7 -2.8318 0.1714 -2.1679
H8 1.3322 2.2896 1.5737
C4 1.6345 -1.5763 2.6571
H9 -4.3652 0.7354 -2.9079
C5 2.4768 -0.7990 3.4720
N2 -0.1070 1.4140 -1.4569
C6 -1.4254 -0.0372 2.3269
N3 -0.0905 -0.1107 2.6356
C7 -3.6479 0.8930 -2.0964
C8 3.1783 -0.0606 -2.3831
H10 1.2537 -3.4961 1.7727
H11 -5.1432 -0.5583 1.5363
N4 0.5309 -1.0572 1.9819
C9 1.4993 2.5161 -3.0111
C10 3.5856 -1.3904 4.0764
C11 -3.1189 -0.5955 0.8194
Cu1 -0.6216 -0.0812 -0.3807
C12 -4.0988 -0.3645 1.7847
H12 1.9360 1.1579 0.7346
H13 3.9656 0.5447 -1.9058
H14 2.5877 2.6532 -2.9579
O2 -3.0732 2.2077 -2.2669
C13 3.8651 -2.7466 3.8565
H15 -4.4754 0.3810 3.7860
O3 1.8476 -1.7282 -0.6491
H16 4.7337 -3.2061 4.3285
N5 -1.8131 -0.3564 1.0600
C14 1.9431 -2.9384 2.4101
C15 -3.7179 0.1423 3.0359
H17 -3.3495 -0.9702 -0.1795
H18 1.6531 -1.9269 0.2951
H19 1.0031 3.4539 -2.7328
H20 -4.1504 0.8148 -1.1284
H21 3.2041 0.1805 -3.4543
H22 -3.7568 2.8798 -2.1395
H23 -1.9615 0.6787 4.2615
H24 -1.1979 -3.0543 -0.4963
O4 -0.7367 2.6313 -1.3740
C16 1.8424 0.2589 -1.8100
H25 1.2393 2.2870 -4.0580
O5 -0.9023 -2.4819 -1.2251



No. 6
C16H25F2InNO8S as an isolated structure. Source: the OMol25 dataset; level of theory: ωB97M-V with the def2-TZVPD basis set.

## Properties
ΔE to the lowest compared entry with this formula, charge and spin ... 0.00 kcal per mole
HOMO-LUMO gap ... 7.31 eV
Calculated total energy ... -56315.0954 eV
Net charge ... -1

Positions of all 54 atoms, in Å:
H1 4.7832 -0.0354 2.9652
H2 3.8376 -0.9433 0.9212
S1 2.5980 1.0775 1.1738
H3 -3.1133 -0.5241 -1.6200
C1 1.3502 0.1465 0.2260
O1 1.8867 0.7891 -4.4849
C2 -1.3876 -1.7823 -1.3291
H4 4.3803 0.8889 -2.6899
H5 2.5609 4.6854 -0.8492
H6 4.5443 0.3573 -0.0567
H7 -1.1015 3.7764 -0.5671
C3 -1.5542 -2.4977 -0.0209
H8 6.1046 0.0730 1.7752
C4 5.1023 0.4244 2.0287
H9 0.6100 -0.2143 0.9443
F1 -0.2282 2.4162 2.2270
H10 3.2082 -0.1158 -1.8526
H11 5.1544 1.5008 2.2070
C5 3.5043 0.2579 -2.8340
H12 -2.0121 1.3664 -2.5745
H13 -4.1389 -3.7575 1.6915
C6 -6.5435 -4.0060 3.1566
C7 2.3885 1.0833 -3.4246
O2 -5.3967 -4.7198 3.0128
C8 2.7648 3.1441 -2.3218
O3 -6.2645 -2.6879 3.2544
H14 -0.3249 -1.6802 -1.5501
O4 -2.1997 2.1888 1.2605
C9 -4.3320 -3.8149 2.7596
O5 -7.6327 -4.4760 3.1826
H15 -4.5751 -2.4741 4.4241
O6 3.9777 3.0836 -2.4693
F2 -3.2150 -4.2717 3.3804
H16 -2.0846 -0.0239 -0.2944
H17 0.4568 3.7969 0.3379
H18 1.0720 4.4152 -1.7855
H19 -4.5223 -1.6330 2.8436
C10 4.1110 0.1141 0.9140
H20 -0.5936 -3.3891 1.3188
H21 2.4738 5.2244 -2.5255
N1 1.8685 2.1732 -2.6781
C11 2.1557 4.4438 -1.8334
In1 0.3592 1.4844 -1.2295
C12 -2.0687 -0.4004 -1.3206
O7 -2.5861 -2.6062 0.5948
C13 -1.3349 0.5685 -2.2595
H22 1.8084 -0.7293 -0.2349
H23 -1.0163 0.0477 -3.1675
H24 -1.8424 -2.4129 -2.0979
H25 3.7236 -0.5709 -3.5036
O8 -0.4010 -3.0212 0.4438
C14 -0.3880 3.1980 0.0176
C15 -1.0811 2.5882 1.1454
C16 -4.8464 -2.5261 3.3681



No. 7
A 2-piece molecular cluster, C16H25F3N2O3PS overall at a distorted geometry. Source: the OMol25 dataset; level of theory: ωB97M-V with the def2-TZVPD basis set.

## Properties
HOMO-LUMO gap ... 8.35 eV
Calculated total energy ... -54396.7285 eV
Net charge ... -1

Positions of all 51 atoms, in Å:
H1 -1.0466 3.7338 2.1699
H2 2.8283 2.3342 -0.9377
C1 -0.2575 -1.5308 1.0501
F1 1.4994 -6.4536 -3.7626
C2 -4.1163 0.0253 -0.1753
O1 2.2943 -4.7989 -1.3987
F2 0.0079 -5.0276 -4.3890
H3 2.2398 0.6797 2.3268
H4 -3.9007 0.9918 1.7240
H5 -1.4066 3.5861 -0.1931
H6 -2.7357 3.4580 2.5244
H7 3.6031 0.0204 0.8884
H8 3.1074 2.7379 0.7118
N1 -0.9283 2.2564 -2.6980
N2 2.0006 0.3577 -2.6511
H9 -1.2406 -0.2811 -0.9799
H10 4.1953 0.4538 -0.7471
C3 2.8144 1.9153 0.0598
C4 -2.1392 3.1276 0.4623
H11 -1.0706 -1.6144 2.9664
O2 -0.0594 -5.4300 -1.4247
H12 -3.1030 3.2685 -0.0258
H13 0.4745 0.8327 2.3460
H14 0.6710 -2.2457 2.8141
H15 -3.0009 -0.5089 1.6076
H16 -4.7403 -0.8307 0.0660
F3 2.0903 -4.4712 -4.3679
C5 -0.8681 1.5545 -1.7756
C6 0.9443 -1.0339 0.2893
S1 0.9802 -4.5792 -1.9611
C7 3.8860 0.8218 0.2219
H17 -2.2175 4.9457 1.6373
C8 1.1531 -5.1588 -3.7019
C9 -3.2825 0.3857 1.0679
H18 -4.7680 0.8411 -0.4611
H19 0.7992 2.4412 0.3749
H20 1.7959 -1.0886 0.9505
O3 0.6084 -3.1849 -2.1124
H21 1.4834 2.2341 2.5402
C10 1.4142 0.3407 -1.6344
C11 1.3985 1.5389 0.5072
C12 -0.7766 0.6366 -0.6388
C13 1.3953 1.2861 2.0149
C14 0.7499 0.3929 -0.3186
H22 1.0995 -1.7207 -0.5363
H23 -3.5016 -0.2535 -1.0237
C15 -2.0542 3.8859 1.7975
C16 -0.1961 -1.8003 2.3555
P1 -1.7419 1.3558 0.7883
H24 -1.2082 -1.6926 0.5649
H25 4.7773 1.2705 0.6532



No. 8
C16H25F6N2O11S2Sr as an isolated structure at a distorted geometry. Source: the OMol25 dataset; level of theory: ωB97M-V with the def2-TZVPD basis set.

## Properties
ΔE to the lowest compared entry with this formula, charge and spin ... 41.62 kcal per mole
HOMO-LUMO gap ... 4.52 eV
Calculated total energy ... -81311.1872 eV
Net charge ... -1

Positions of all 63 atoms, in Å:
O1 0.7416 -1.7361 -2.3383
H1 0.7550 -2.8659 -3.9935
C1 1.1299 -0.8117 -4.4568
H2 -2.8276 0.3151 2.9317
F1 2.3609 3.0448 -4.1561
H3 0.6493 0.1452 -4.2534
H4 2.0914 -0.4742 -4.0700
H5 1.5510 -2.2501 -2.2906
C2 -4.1703 0.0979 -2.6346
H6 -4.4411 1.1523 -2.5800
H7 -2.1810 -3.9117 0.3050
N1 -1.8414 0.4991 -2.0395
O2 1.7587 -1.4443 1.3103
H8 1.0170 -0.9628 -5.5304
H9 -0.9820 -3.8065 -0.9119
C3 3.4860 -2.1179 2.5720
H10 -1.2691 1.7166 4.4257
C4 1.2488 -2.0184 3.6933
H11 -3.3260 0.2672 -0.7010
F2 0.4487 2.3158 -3.6302
O3 -1.7649 -1.8485 -0.3300
F3 1.0781 2.5390 2.6316
S1 0.6194 3.6583 0.1965
H12 -0.6746 -3.3425 0.7723
O4 5.2306 -3.0454 3.8833
H13 -1.4809 0.2862 -2.9586
F4 2.9229 3.0533 1.6189
C5 1.6660 -2.6149 4.8416
H14 -5.0678 -0.5055 -2.4986
C6 -1.3808 -3.2647 -0.0543
C7 -2.7306 -1.7560 -1.4251
H15 -2.6565 2.6848 3.9749
H16 -2.1801 1.4359 -2.2067
H17 -3.8245 -0.1905 -3.6273
O5 2.8221 1.2661 -1.7868
H18 0.9899 -2.5704 5.6826
H19 4.1417 -2.0922 1.7143
C8 4.0352 -2.7829 3.7842
H20 -0.6853 -1.9212 -3.9018
N2 0.8146 2.2787 -0.5950
F5 1.7550 4.6289 2.5641
H21 -2.3135 -2.0915 -2.3746
C9 -2.1867 1.0865 2.5048
H22 -1.1746 2.9687 3.1222
Sr1 0.1208 -0.0395 -0.3619
O6 3.2229 3.6016 -1.2677
C10 -1.7743 2.1815 3.5791
F6 0.8642 4.3331 -3.1509
C11 1.6379 3.4852 1.8923
H23 -3.6377 -2.3488 -1.3071
O7 0.9690 4.9001 -0.4677
O8 -1.0206 0.4837 1.9538
O9 3.4023 -3.7993 5.9050
C12 -3.0543 -0.2184 -1.6384
S2 2.2036 2.5699 -1.5663
O10 -0.7129 3.7836 0.7301
C13 1.4215 3.1155 -3.2920
H24 -0.7407 -0.1384 2.6292
O11 0.0471 -1.4618 3.7885
C14 2.1819 -1.9457 2.4538
C15 3.0354 -3.1091 4.9868
C16 0.3817 -1.8905 -3.6815
H25 -2.7026 1.4833 1.6304



No. 9
One molecule with the formula C16H25N3O4S2 at a distorted geometry. Source: the OMol25 dataset; level of theory: ωB97M-V with the def2-TZVPD basis set.

## Properties
ΔE to the lowest compared entry with this formula, charge and spin ... 0.00 kcal per mole
HOMO-LUMO gap ... 9.35 eV
Calculated total energy ... -51328.2077 eV
SMILES ... Cc1ccc(S(=O)(=O)N2CCN(S(=O)(=O)N3CCCCC3)CC2)cc1

Positions of all 50 atoms, in Å:
C1 0.2073 -0.7681 1.0074
C2 -3.9007 -0.5684 1.3480
C3 3.5737 0.2628 1.2179
H1 5.2728 3.9844 0.1361
C4 4.2119 3.7827 -0.0137
C5 0.8163 -2.1744 1.0769
H2 1.7492 -2.3755 -2.1169
C6 3.7807 0.2066 -1.1760
H3 -5.5442 1.5607 0.7828
H4 -1.9676 1.4544 -0.4670
O1 3.6752 -2.7081 1.3264
H5 3.6625 4.2716 0.7871
H6 0.0043 -2.9080 1.1036
H7 -4.9803 -1.2051 -0.3868
H8 -3.6763 -1.5879 1.6608
H9 1.2123 -0.0419 -1.4186
C7 0.9991 -2.2093 -1.3436
S1 -1.9826 -1.1604 -0.3662
C8 0.4162 -0.7938 -1.4121
C9 -4.1095 1.3534 -0.8145
H10 3.4401 -0.2774 2.1420
H11 -4.2237 2.3853 -1.1502
H12 3.8041 -0.3766 -2.0831
C10 -5.3548 0.8915 -0.0611
H13 3.7806 2.1860 2.1271
H14 0.1844 -2.9327 -1.4619
C11 -5.1397 -0.5292 0.4557
O2 -2.3968 -1.0247 -1.7307
S2 3.2765 -2.2092 0.0434
O3 3.8623 -2.7623 -1.1415
N1 1.6390 -2.4529 -0.0747
H15 -0.2050 -0.6790 -2.3003
C12 3.9804 1.5763 -1.1878
O4 -2.0826 -2.4547 0.2377
H16 -2.9608 1.9518 0.9243
C13 3.5693 -0.4378 0.0273
C14 3.9729 2.3050 -0.0023
H17 -6.2238 0.9247 -0.7202
N2 -2.7223 -0.0782 0.6571
C15 -2.8817 1.2465 0.0899
H18 4.1490 2.0855 -2.1253
H19 -0.5608 -0.6479 1.7715
C16 3.7736 1.6321 1.1998
H20 -4.0472 0.0583 2.2343
N3 -0.4369 -0.5227 -0.2690
H21 0.9783 -0.0018 1.1405
H22 -6.0090 -0.8711 1.0194
H23 -3.9522 0.7159 -1.6848
H24 1.4486 -2.2944 1.9564
H25 3.9179 4.2181 -0.9653